[1]
C4H6N2O in the gas phase. Source: the Open Molecules 2025 dataset; level of theory: ωB97M-V/def2-TZVPD.

The value obtained for the highest occupied orbital energy is -9.6 eV. The value obtained for the total energy is -9270.5358 eV. Its energy above the lowest of the compared OMol25 structures with the same formula, charge and spin is 286.2 kJ/mol. The charge is 0. As for the SMILES: C[C@]1(NC#N)CO1. The value obtained for the HOMO-LUMO gap is 10.27 eV.

Last column: natural (NBO) charge in e.
Element x y z (Å)
C  -1.930  -0.904  -0.090  0.41
C  0.866  1.537  0.236  -0.13
C  0.248  0.195  0.302  0.41
C  0.737  -0.899  -0.571  -0.65
N  -2.388  -1.870  -0.590  -0.40
N  -1.293  0.030  0.510  -0.68
O  0.995  0.623  1.370  -0.47
H  1.796  1.690  -0.233  0.19
H  0.330  2.430  0.437  0.19
H  -0.093  -1.172  -1.320  0.25
H  0.930  -1.768  -0.088  0.23
H  1.567  -0.564  -1.122  0.22
H  -1.763  0.672  1.161  0.43

***

[2]
11 unconnected molecules or ions with the total composition C16H43BBrN10O28PS. Source: the Open Molecules 2025 dataset; level of theory: ωB97M-V/def2-TZVPD.

The value obtained for the highest occupied orbital energy is -10.3 eV. The value obtained for the total energy is -180338.6584 eV. The charge is 0. As for the SMILES: CC[C@H](Br)[C@@]1(B(C)O)OS(=O)(=O)O[C@@H]1P(=O)(O)O.C[N+](=O)[O-].C[N+](=O)[O-].C[N+](=O)[O-].C[N+](=O)[O-].C[N+](=O)[O-].C[N+](=O)[O-].C[N+](=O)[O-].C[N+](=O)[O-].C[N+](=O)[O-].C[N+](=O)[O-]. The value obtained for the HOMO-LUMO gap is 9.74 eV.

Last column: Mulliken charge in e.
Element x y z (Å)
C  1.532  2.831  1.173  -1.62
C  0.900  1.487  0.796  0.48
C  0.507  0.723  2.060  -0.67
Br  2.126  -0.114  2.771  -0.08
C  -0.601  -0.358  1.911  -0.29
B  0.082  -1.690  1.254  1.00
C  0.767  -1.727  -0.151  -0.76
O  -0.024  -2.849  1.990  -0.65
O  -0.926  -0.693  3.289  -0.30
S  -2.283  -0.022  3.775  1.04
O  -3.196  -1.092  3.968  -0.57
O  -2.137  0.870  4.868  -0.48
O  -2.555  0.813  2.446  -0.38
C  -1.849  0.210  1.288  0.35
P  -3.040  -0.948  0.481  0.77
O  -2.434  -2.157  -0.071  -0.61
O  -3.663  -0.079  -0.707  -0.39
O  -4.273  -1.306  1.408  -0.46
H  2.383  2.699  1.836  0.34
H  1.816  3.372  0.273  0.44
H  0.809  3.461  1.695  0.41
H  0.044  1.718  0.163  0.10
H  1.626  0.944  0.197  -0.06
H  0.170  1.439  2.808  0.64
H  1.002  -2.766  -0.376  0.30
H  0.066  -1.390  -0.918  0.25
H  1.703  -1.178  -0.208  0.18
H  0.635  -2.905  2.688  0.25
H  -1.759  1.075  0.642  0.32
H  -4.058  0.737  -0.365  0.22
H  -4.775  -0.514  1.656  0.32
C  -2.760  -5.122  1.163  -0.57
N  -1.715  -6.149  0.910  0.98
O  -1.016  -6.024  -0.075  -0.52
O  -1.624  -7.059  1.708  -0.58
H  -2.721  -4.376  0.378  0.16
H  -3.719  -5.632  1.176  0.36
H  -2.545  -4.673  2.128  0.22
C  5.883  -1.140  -0.681  -0.76
N  4.850  -0.080  -0.519  0.95
O  5.119  0.881  0.163  -0.53
O  3.790  -0.255  -1.090  -0.53
H  6.763  -0.855  -0.120  0.32
H  5.460  -2.064  -0.300  0.30
H  6.099  -1.224  -1.742  0.26
C  -1.624  2.563  7.825  -0.62
N  -2.026  3.874  8.406  0.89
O  -2.532  4.690  7.667  -0.53
O  -1.817  4.036  9.590  -0.55
H  -1.869  2.560  6.771  0.29
H  -0.555  2.454  7.981  0.28
H  -2.171  1.790  8.356  0.26
C  9.642  -0.589  -2.615  -0.75
N  9.095  -0.803  -1.246  0.89
O  8.871  -1.946  -0.899  -0.51
O  8.906  0.181  -0.564  -0.52
H  9.747  -1.548  -3.094  0.36
H  8.935  0.042  -3.148  0.30
H  10.596  -0.088  -2.510  0.23
C  -1.823  -0.235  -4.439  -0.75
N  -2.107  1.078  -3.798  0.96
O  -3.188  1.586  -4.007  -0.54
O  -1.234  1.549  -3.100  -0.53
H  -2.690  -0.524  -5.019  0.31
H  -0.949  -0.106  -5.069  0.31
H  -1.627  -0.946  -3.642  0.24
C  13.950  -2.070  -2.422  -0.72
N  12.931  -1.429  -3.297  0.85
O  11.907  -2.042  -3.523  -0.51
O  13.186  -0.325  -3.726  -0.50
H  13.579  -3.041  -2.120  0.31
H  14.864  -2.157  -3.002  0.29
H  14.099  -1.418  -1.567  0.30
C  -5.554  4.097  -2.505  -0.79
N  -5.372  3.777  -1.067  0.97
O  -4.937  2.679  -0.783  -0.63
O  -5.669  4.615  -0.243  -0.55
H  -5.239  3.233  -3.078  0.29
H  -6.604  4.320  -2.666  0.32
H  -4.940  4.958  -2.725  0.31
C  -7.506  2.871  1.833  -0.58
N  -7.644  1.438  1.452  0.94
O  -6.885  0.638  1.965  -0.57
O  -8.500  1.166  0.641  -0.53
H  -6.701  2.956  2.552  0.28
H  -7.277  3.416  0.925  0.14
H  -8.450  3.197  2.258  0.31
C  -0.914  -8.940  -1.558  -0.69
N  -0.240  -9.903  -2.473  0.87
O  0.570  -9.464  -3.263  -0.53
O  -0.548  -11.071  -2.366  -0.54
H  -0.543  -7.945  -1.764  0.31
H  -1.981  -9.010  -1.746  0.28
H  -0.683  -9.238  -0.540  0.28
C  -5.838  8.728  -2.975  -0.71
N  -5.199  7.829  -3.974  0.85
O  -4.385  8.303  -4.729  -0.50
O  -5.547  6.661  -3.959  -0.54
H  -5.434  9.724  -3.106  0.31
H  -6.908  8.708  -3.157  0.28
H  -5.608  8.334  -1.989  0.28

***

[3]
A molecular structure, C49H60BBaBrF2N7O3. Source: the Open Molecules 2025 dataset; level of theory: ωB97M-V/def2-TZVPD.

The value obtained for the highest occupied orbital energy is -3.3 eV. The value obtained for the total energy is -145215.9096 eV. Its energy above the lowest of the compared OMol25 structures with the same formula, charge and spin is 5.1 kJ/mol. The charge is -1. The value obtained for the HOMO-LUMO gap is 5.28 eV.

Last column: Mulliken charge in e.
Element x y z (Å)
Ba  -0.339  -0.135  -0.102  0.70
C  2.265  -2.572  1.531  -0.70
C  1.990  -3.950  0.950  -1.56
C  0.624  -4.200  0.359  0.70
C  0.421  -5.334  -0.419  -1.00
C  -0.832  -5.564  -0.961  -0.65
C  -1.849  -4.666  -0.690  -0.98
C  -1.561  -3.576  0.116  0.09
N  -0.349  -3.329  0.617  0.76
N  2.421  -1.475  0.572  1.23
C  2.844  -0.303  1.323  -0.87
C  2.954  0.976  0.532  1.10
C  3.650  2.053  1.077  -1.01
C  3.656  3.255  0.397  -0.54
C  2.973  3.353  -0.808  -0.97
C  2.308  2.235  -1.276  -0.63
N  2.306  1.065  -0.628  0.50
C  3.210  -1.802  -0.600  -1.84
C  2.368  -2.353  -1.739  0.29
C  2.950  -3.108  -2.750  -0.94
C  2.153  -3.576  -3.781  -0.72
C  0.798  -3.285  -3.768  -1.08
C  0.300  -2.527  -2.721  -0.33
N  1.071  -2.070  -1.729  1.57
H  3.193  -2.662  2.126  0.40
H  1.465  -2.290  2.219  -0.09
H  2.131  -4.665  1.767  0.74
H  2.744  -4.214  0.204  0.36
H  1.246  -6.012  -0.607  0.48
H  -1.009  -6.427  -1.593  0.37
H  -2.836  -4.770  -1.118  0.46
H  -2.327  -2.843  0.336  0.18
H  3.795  -0.478  1.860  0.42
H  2.043  -0.136  2.065  -0.48
H  4.154  1.942  2.029  0.51
H  4.177  4.113  0.805  0.39
H  2.935  4.280  -1.363  0.47
H  1.718  2.261  -2.184  0.48
H  4.019  -2.515  -0.375  0.42
H  3.691  -0.893  -0.963  0.76
H  4.012  -3.326  -2.721  0.49
H  2.583  -4.165  -4.582  0.39
H  0.134  -3.631  -4.548  0.60
H  -0.757  -2.281  -2.656  0.29
C  -4.052  6.456  -3.965  -1.70
C  -2.609  6.243  -4.445  2.05
C  -2.617  6.223  -5.974  -2.08
C  -1.752  7.433  -3.991  -1.70
C  -2.053  4.948  -3.854  -0.14
C  -1.965  4.798  -2.472  -0.24
C  -1.460  3.636  -1.940  0.13
Br  -1.355  3.476  -0.042  -0.30
C  -0.992  2.521  -2.694  -0.22
O  -0.487  1.502  -2.105  0.58
C  -1.114  2.679  -4.107  -0.53
C  -1.624  3.871  -4.621  -0.39
C  -0.736  1.593  -5.132  2.61
C  -1.975  1.252  -5.978  -1.88
C  -0.239  0.272  -4.537  -2.39
C  0.371  2.127  -6.055  -1.83
H  -4.458  7.390  -4.366  0.45
H  -4.102  6.505  -2.876  0.30
H  -4.688  5.631  -4.290  0.38
H  -3.016  7.168  -6.350  0.44
H  -3.244  5.417  -6.360  0.37
H  -1.611  6.096  -6.377  0.38
H  -2.144  8.369  -4.400  0.45
H  -0.721  7.311  -4.330  0.37
H  -1.737  7.518  -2.904  0.32
H  -2.289  5.582  -1.798  0.37
H  -1.694  3.953  -5.698  0.19
H  -2.775  0.877  -5.337  0.37
H  -1.728  0.477  -6.709  0.47
H  -2.355  2.120  -6.521  0.37
H  -0.985  -0.176  -3.883  0.26
H  0.673  0.398  -3.954  0.27
H  -0.033  -0.418  -5.364  0.65
H  0.068  3.036  -6.577  0.33
H  0.631  1.374  -6.807  0.47
H  1.270  2.355  -5.477  0.33
F  -4.276  -0.726  -1.718  -0.30
B  -3.042  -1.324  -1.722  -0.18
F  -3.146  -2.416  -2.587  -0.27
C  0.437  2.251  3.640  -1.35
C  -0.098  0.814  3.622  0.41
C  0.634  -0.023  4.682  -1.13
O  0.030  0.248  2.383  0.19
H  0.326  2.728  4.620  0.44
H  -0.091  2.851  2.896  0.18
H  1.498  2.245  3.369  0.15
H  -1.166  0.867  3.937  -0.03
H  1.706  -0.037  4.460  0.24
H  0.275  -1.056  4.643  0.08
H  0.498  0.373  5.696  0.44
C  -1.525  -1.539  11.659  -1.41
C  -1.458  -2.146  10.284  0.81
C  -1.110  -1.388  9.174  -0.69
C  -1.013  -1.950  7.908  -0.11
C  -1.304  -3.298  7.720  0.01
N  -1.208  -3.918  6.460  -0.02
C  -1.571  -3.445  5.204  0.25
O  -1.222  -4.040  4.204  -0.68
N  -2.365  -2.333  5.222  0.03
C  -2.816  -1.594  4.108  0.29
C  -3.914  -0.760  4.276  -0.50
C  -4.340  0.009  3.210  -0.98
C  -3.661  -0.096  2.004  -0.71
N  -2.610  -0.890  1.843  0.23
C  -2.182  -1.619  2.870  -0.02
C  -1.662  -4.067  8.827  -0.61
C  -1.723  -3.500  10.087  -0.73
H  -1.504  -0.451  11.610  0.34
H  -0.679  -1.860  12.271  0.30
H  -2.436  -1.837  12.180  0.35
H  -0.886  -0.335  9.295  0.34
H  -0.691  -1.345  7.071  0.61
H  -0.808  -4.840  6.415  0.33
H  -2.709  -2.030  6.118  0.32
H  -4.423  -0.713  5.234  0.40
H  -5.187  0.675  3.304  0.43
H  -3.974  0.465  1.130  0.41
H  -1.308  -2.231  2.705  0.05
H  -1.900  -5.115  8.687  0.43
H  -2.001  -4.118  10.933  0.37

***

[4]
C5H10O2 in the gas phase. Source: the Open Molecules 2025 dataset; level of theory: ωB97M-V/def2-TZVPD.

The value obtained for the highest occupied orbital energy is -10.0 eV. The value obtained for the total energy is -9440.9388 eV. Its energy above the lowest of the compared OMol25 structures with the same formula, charge and spin is 203.0 kJ/mol. The charge is 0. As for the SMILES: C[C@@]1(CCO)CO1. The value obtained for the HOMO-LUMO gap is 10.93 eV.

Last column: natural (NBO) charge in e.
Element x y z (Å)
C  -1.330  -1.348  0.356  -0.63
C  -0.608  -0.121  -0.147  0.21
C  0.845  -0.310  -0.583  -0.45
C  1.867  0.201  0.437  -0.05
O  1.816  1.598  0.596  -0.73
C  -1.380  1.005  -0.681  -0.10
O  -0.869  1.052  0.649  -0.53
H  -1.355  -2.126  -0.414  0.22
H  -0.819  -1.755  1.236  0.22
H  -2.357  -1.100  0.641  0.22
H  1.025  0.210  -1.530  0.22
H  1.021  -1.378  -0.762  0.22
H  2.874  -0.036  0.078  0.18
H  1.733  -0.323  1.398  0.15
H  0.903  1.797  0.857  0.49
H  -2.465  0.944  -0.751  0.18
H  -0.902  1.691  -1.381  0.19

***

[5]
A molecular structure, C22H24N2O2Os. Source: the Open Molecules 2025 dataset; level of theory: ωB97M-V/def2-TZVPD.

The value obtained for the highest occupied orbital energy (spin up / spin down) is -2.9 / -6.9 eV. The value obtained for the total energy is -32736.1669 eV. Its energy above the lowest of the compared OMol25 structures with the same formula, charge and spin is 334.5 kJ/mol. As for the spin multiplicity: 5. The charge is 0. Its expectation value of S² is 6.04. The value obtained for the HOMO-LUMO gap (spin up / spin down) is 2.76 / 3.96 eV.

Last column: Löwdin spin population.
Element x y z (Å)
C  -2.953  -2.768  -1.769  0.03
C  -3.960  -1.747  -1.656  0.01
C  -4.095  -1.405  -0.264  0.05
C  -3.170  -2.218  0.486  0.11
C  -2.469  -3.063  -0.451  0.06
Os  -2.080  -1.025  -0.909  1.28
N  -0.330  0.110  -4.056  0.18
C  0.090  0.654  -5.095  0.21
C  -1.607  0.129  -2.569  0.29
H  -4.767  -0.662  0.160  0.01
H  -4.527  -1.307  -2.472  0.00
H  -3.039  -2.210  1.554  0.01
H  -1.727  -3.811  -0.185  0.00
H  -2.626  -3.252  -2.684  0.01
H  -2.462  0.216  -3.243  0.01
H  -0.583  1.107  -5.836  0.02
H  0.254  -0.542  -3.526  0.01
H  -1.229  1.103  -2.258  0.05
H  1.180  0.765  -5.309  0.03
C  -1.047  2.688  2.838  0.01
C  -0.251  2.648  1.563  0.06
C  -0.691  3.372  0.456  0.23
C  0.000  3.317  -0.757  0.03
C  1.080  2.457  -0.887  0.20
C  1.465  1.655  0.200  0.22
N  2.397  0.655  -0.056  0.29
C  2.622  -0.547  0.624  0.04
C  3.936  -0.948  0.903  0.06
C  4.164  -2.025  1.754  0.00
C  3.098  -2.753  2.300  0.07
C  1.790  -2.449  1.926  0.00
C  1.570  -1.370  1.079  0.05
C  0.191  -1.155  0.564  0.03
O  -0.699  -0.584  1.251  0.09
O  -0.041  -1.626  -0.618  0.03
C  0.915  1.876  1.481  0.13
C  1.513  1.301  2.720  0.01
H  -1.367  1.679  3.137  0.00
H  -0.475  3.119  3.671  0.00
H  -1.945  3.300  2.699  0.00
H  -1.589  3.984  0.563  0.01
H  -0.321  3.930  -1.599  0.00
H  1.614  2.350  -1.833  0.02
H  3.040  0.832  -0.826  0.02
H  4.759  -0.370  0.472  0.01
H  5.189  -2.288  2.013  0.00
H  3.278  -3.578  2.990  0.00
H  0.924  -3.017  2.277  0.00
H  0.996  0.377  3.014  0.01
H  2.580  1.088  2.609  0.00
H  1.404  2.009  3.551  0.00

***

[6]
C3H2Br2O in the gas phase. Source: the Open Molecules 2025 dataset; level of theory: ωB97M-V/def2-TZVPD.

The value obtained for the highest occupied orbital energy is -9.6 eV. The value obtained for the total energy is -145273.8372 eV. Its energy above the lowest of the compared OMol25 structures with the same formula, charge and spin is 92.6 kJ/mol. The charge is 0. As for the SMILES: C=C(Br)C(=O)Br. The value obtained for the HOMO-LUMO gap is 8.58 eV.

Last column: natural (NBO) charge in e.
Element x y z (Å)
C  1.204  -0.203  0.705  -0.31
C  0.129  -0.327  -0.004  -0.22
C  -0.559  0.765  -0.636  0.71
O  -0.422  1.547  -1.490  -0.39
Br  -0.636  -2.033  -0.568  0.13
Br  -2.849  0.594  0.037  -0.37
H  1.583  -1.083  0.977  0.22
H  1.550  0.740  0.980  0.23